No. 1
An isolated ion of composition C12H18N and charge +1. Source: OMol25; level of theory: ωB97M-V/def2-TZVPD.

Values from the calculation:
**LUMO energy**: -2.76 eV
**Frontier orbital gap**: 10.0 eV
**ΔE to the lowest compared entry with this formula, charge and spin**: 6.9154 eV
**Highest occupied orbital energy**: -0.470 Eh
**SMILES**: C[C@H]1CC[C@H]2C[C@H]2/C=C2/[C@@H]3[C@H]2[N@@+]31C

ORCA input file:
```
! RIJCOSX wB97M-V def2-TZVPD def2/J DEFGRID3
* xyz 1 1
C 1.303 1.364 -0.873
C 0.015 1.438 -0.507
C 1.379 -1.275 0.087
C -0.064 -1.241 0.706
C 3.509 0.218 0.004
C 2.241 1.069 0.206
C -1.410 1.544 -0.707
C -0.854 1.370 0.724
C 2.313 -0.317 0.766
C -1.325 -0.977 -0.202
C -1.284 -1.127 -1.738
C -3.059 0.397 1.004
N -1.818 0.430 0.228
H 1.688 1.593 -1.802
H 1.800 -2.190 0.262
H 1.361 -1.129 -0.986
H -0.075 -2.248 1.136
H -0.088 -0.398 1.424
H 3.740 -0.236 -0.998
H 4.367 0.506 0.698
H 2.472 1.830 0.996
H -2.183 2.285 -1.171
H -1.015 1.788 1.697
H 2.416 -0.564 1.833
H -2.127 -1.653 0.201
H -1.017 -0.195 -2.146
H -2.206 -1.483 -2.150
H -0.389 -1.794 -2.027
H -2.725 -0.280 1.897
H -3.294 1.432 1.219
H -3.672 -0.161 0.218
*
```

---

No. 2
An isolated ion of composition C5H9N4 and charge +1. Source: OMol25; level of theory: ωB97M-V/def2-TZVPD.

Values from the calculation:
**LUMO energy**: -4.32 eV
**Frontier orbital gap**: 8.9 eV
**ΔE to the lowest compared entry with this formula, charge and spin**: 5.1446 eV
**Highest occupied orbital energy**: -0.487 Eh
**SMILES**: C#CC(=[NH2+])N/N=C\CN

ORCA input file:
```
! RIJCOSX wB97M-V def2-TZVPD def2/J DEFGRID3
* xyz 1 1
C -1.386 -3.513 1.175
C -1.033 -2.786 0.281
C -0.305 -2.084 -0.680
C 0.173 1.985 0.938
C -0.758 0.909 1.056
N -0.586 -0.263 0.596
N -0.019 -0.713 -0.541
N -0.076 -2.734 -1.751
N 1.223 1.458 0.031
H -1.655 -4.265 1.834
H -0.322 2.982 0.477
H 0.493 2.180 1.941
H -1.492 0.923 1.778
H 0.822 -0.407 -1.081
H -0.200 -3.672 -1.794
H 0.402 -2.251 -2.537
H 1.022 1.777 -0.909
H 2.100 1.986 0.265
*
```

---

No. 3
C22H22AsBO8S6SbTc as an isolated structure. Source: OMol25; level of theory: ωB97M-V/def2-TZVPD.

Values from the calculation:
**LUMO energy (spin up / spin down)**: -1.42 / -1.41 eV
**Frontier orbital gap (spin up / spin down)**: 6.5 / 6.5 eV
**ΔE to the lowest compared entry with this formula, charge and spin**: 0.0000 eV
**Highest occupied orbital energy (spin up / spin down)**: -0.290 / -0.290 Eh

ORCA input file:
```
! RIJCOSX wB97M-V def2-TZVPD def2/J DEFGRID3
* xyz 0 1
Tc 0.560 1.081 -0.252
O 0.983 1.895 4.564
As 0.635 2.529 2.964
O 1.825 3.515 2.512
O 0.531 0.940 2.117
C -1.237 2.889 3.195
C -1.694 3.082 4.493
C -3.055 3.204 4.731
C -3.961 3.115 3.685
C -3.510 2.936 2.387
C -2.150 2.825 2.147
S -1.617 2.729 0.464
O -2.419 3.664 -0.257
O -0.165 3.047 0.519
O -1.695 1.318 0.008
H 1.903 2.107 4.774
H -0.991 3.117 5.312
H -3.407 3.360 5.742
H -5.022 3.198 3.876
H -4.198 2.903 1.554
S 1.114 -0.549 -3.551
Sb 2.502 -1.547 -1.839
S 2.663 1.565 -0.158
S 0.951 -1.206 -0.134
S 3.835 0.465 -1.465
C 4.221 -6.192 3.877
C 3.203 -5.367 4.676
C 3.666 -5.267 6.137
C 1.865 -6.109 4.639
C 3.090 -3.954 4.101
C 4.252 -3.221 3.840
C 4.232 -1.917 3.352
C 2.996 -1.362 3.129
O 2.676 -0.110 2.646
B 1.297 -0.127 2.572
O 0.744 -1.284 3.081
C 1.835 -2.068 3.386
C 1.847 -3.355 3.871
H 4.252 -7.213 4.264
H 5.229 -5.784 3.950
H 3.946 -6.232 2.822
H 3.757 -6.263 6.576
H 2.950 -4.693 6.729
H 4.636 -4.773 6.208
H 2.008 -7.131 4.992
H 1.462 -6.155 3.626
H 1.123 -5.640 5.288
H 5.216 -3.677 4.023
H 5.143 -1.370 3.148
H 0.913 -3.868 4.045
S 0.541 1.148 -2.541
C -1.183 1.174 -3.030
C -1.917 0.056 -3.376
C -3.244 0.215 -3.745
C -3.825 1.475 -3.762
C -3.077 2.589 -3.410
C -1.747 2.443 -3.052
H -1.468 -0.927 -3.347
H -3.826 -0.657 -4.015
H -4.863 1.588 -4.049
H -3.523 3.575 -3.411
H -1.158 3.306 -2.781
*
```

---

No. 4
C31H32N6O5Rb as an isolated structure. Source: OMol25; level of theory: ωB97M-V/def2-TZVPD.

Values from the calculation:
**LUMO energy**: 1.98 eV
**Frontier orbital gap**: 6.6 eV
**ΔE to the lowest compared entry with this formula, charge and spin**: 0.3535 eV
**Highest occupied orbital energy**: -0.169 Eh

ORCA input file:
```
! RIJCOSX wB97M-V def2-TZVPD def2/J DEFGRID3
* xyz -1 1
Rb 1.384 1.654 1.048
C -5.047 0.500 -3.863
C -3.773 0.387 -3.072
C -2.860 -0.597 -3.272
C -1.664 -0.677 -2.507
C -0.811 -1.751 -2.743
N 0.305 -2.057 -2.123
C 1.036 -3.279 -2.446
C 2.533 -3.186 -2.143
C 2.868 -3.768 -0.771
N 2.046 -3.116 0.208
C 1.254 -3.819 0.906
C 0.263 -3.317 1.840
C -0.608 -4.251 2.400
C -1.684 -3.896 3.191
C -2.600 -4.919 3.809
C -1.887 -2.531 3.380
C -1.051 -1.544 2.880
C -1.463 -0.167 3.174
N -0.834 0.922 3.017
C -1.555 2.116 3.468
C -1.017 3.415 2.882
C -1.495 3.738 1.465
N -1.343 2.613 0.556
C -2.283 2.398 -0.255
C -2.359 1.345 -1.279
C -3.489 1.333 -2.048
C -1.328 0.327 -1.504
O -0.240 0.288 -0.914
C 0.117 -1.905 2.104
O 0.922 -1.048 1.652
H -5.134 -0.314 -4.583
H -5.092 1.441 -4.417
H -5.925 0.465 -3.214
H -3.038 -1.359 -4.027
H -1.095 -2.443 -3.534
H 0.576 -1.472 -1.327
H 0.871 -3.476 -3.506
H 0.605 -4.114 -1.883
H 2.841 -2.139 -2.179
H 3.095 -3.718 -2.914
H 3.921 -3.575 -0.547
H 2.719 -4.863 -0.783
H 2.549 -1.060 1.304
H 1.248 -4.919 0.787
H -0.435 -5.302 2.178
H -2.453 -5.900 3.356
H -3.651 -4.649 3.679
H -2.427 -5.027 4.884
H -2.754 -2.212 3.955
H -2.481 -0.133 3.603
H -1.469 2.169 4.560
H -2.626 2.023 3.235
H 0.074 3.417 2.921
H -1.329 4.244 3.524
H -0.884 4.560 1.075
H -2.548 4.064 1.494
H -3.183 3.036 -0.235
H -4.230 2.106 -1.861
O 1.231 5.704 0.062
C 2.137 4.889 0.315
O 2.439 4.343 1.400
C 2.996 4.466 -0.883
C 3.647 5.414 -1.670
C 4.432 4.990 -2.723
C 4.518 3.628 -2.988
C 3.807 2.762 -2.175
N 3.072 3.158 -1.138
H 3.514 6.462 -1.438
H 4.967 5.705 -3.338
H 5.114 3.244 -3.805
H 3.831 1.692 -2.360
O 5.281 -0.944 2.840
C 4.387 -0.849 2.083
N 3.548 -0.718 1.234
*
```

---

No. 5
One molecule with the formula C3H5N5. Source: OMol25; level of theory: ωB97M-V/def2-TZVPD.

Values from the calculation:
**LUMO energy**: 0.32 eV
**Frontier orbital gap**: 9.3 eV
**ΔE to the lowest compared entry with this formula, charge and spin**: 3.8107 eV
**Highest occupied orbital energy**: -0.331 Eh
**SMILES**: [H]/N=c1/cn[nH]n1N=C

ORCA input file:
```
! RIJCOSX wB97M-V def2-TZVPD def2/J DEFGRID3
* xyz 0 1
C 2.409 -0.184 -0.349
C -1.759 -0.317 -0.311
C -0.827 0.786 -0.001
H 2.326 -1.293 -0.371
H 3.351 0.358 -0.565
H 0.221 -1.818 1.134
H -2.820 -0.254 -0.551
H -0.042 2.417 0.333
N 1.490 0.611 0.038
N 0.312 0.045 0.455
N 0.082 -1.392 0.218
N -1.225 -1.470 -0.150
N -0.941 2.046 0.010
*
```

---

No. 6
C66H38F24GeP3STa as an isolated structure. Source: OMol25; level of theory: ωB97M-V/def2-TZVPD.

Values from the calculation:
**LUMO energy**: -13.22 eV
**Frontier orbital gap**: 4.9 eV
**Highest occupied orbital energy**: -0.667 Eh

ORCA input file:
```
! RIJCOSX wB97M-V def2-TZVPD def2/J DEFGRID3
* xyz 4 1
Ta 0.401 0.072 -0.254
C 2.066 -2.892 0.059
C 0.672 -3.477 0.234
P -0.653 -2.471 -0.475
C -1.035 -2.987 -2.148
C -0.387 -4.076 -2.739
C -0.838 -4.566 -3.958
C -1.915 -3.969 -4.596
C -2.561 -2.882 -4.013
C -2.130 -2.395 -2.793
C -2.147 -2.881 0.454
C -2.273 -4.261 0.659
C -3.440 -4.775 1.206
C -4.482 -3.924 1.551
C -4.355 -2.555 1.355
C -3.194 -2.030 0.806
C 2.429 -2.620 -1.406
P 2.348 -0.884 -1.849
C 2.143 -0.815 -3.619
C 0.908 -1.120 -4.197
C 0.799 -1.220 -5.571
C 1.924 -1.022 -6.372
C 3.143 -0.693 -5.800
C 3.257 -0.572 -4.421
C 3.850 -0.068 -1.358
C 3.770 1.277 -0.978
C 4.920 1.996 -0.697
C 6.156 1.367 -0.802
C 6.243 0.034 -1.198
C 5.093 -0.690 -1.480
H 2.794 -3.583 0.483
H 2.151 -1.975 0.679
H 0.420 -3.555 1.287
H 0.622 -4.486 -0.177
H 0.444 -4.580 -2.260
H -0.351 -5.426 -4.401
H -2.264 -4.361 -5.544
H -3.414 -2.431 -4.504
H -2.662 -1.573 -2.333
H -1.481 -4.950 0.382
H -3.532 -5.844 1.358
H -5.393 -4.331 1.974
H -5.166 -1.892 1.629
H -3.122 -0.966 0.676
H 1.780 -3.134 -2.109
H 3.441 -2.955 -1.632
H 0.030 -1.265 -3.582
H -0.158 -1.452 -6.024
H 1.843 -1.121 -7.448
H 4.010 -0.518 -6.426
H 4.210 -0.295 -3.988
H 2.805 1.787 -0.938
H 4.859 3.041 -0.418
H 7.061 1.923 -0.586
H 7.212 -0.439 -1.301
H 5.186 -1.719 -1.806
F 6.500 1.286 4.674
C 6.351 0.257 3.841
F 7.100 0.474 2.754
F 6.785 -0.849 4.445
C 4.888 0.103 3.470
C 3.972 -0.189 4.481
C 2.628 -0.324 4.181
C 2.215 -0.167 2.855
C 3.133 0.128 1.859
C 4.480 0.264 2.159
P 0.485 -0.236 2.455
C -0.192 -1.756 3.098
C 0.688 -2.810 3.385
C 0.197 -3.992 3.909
C -1.167 -4.121 4.149
C -2.039 -3.075 3.895
C -1.558 -1.894 3.352
C -1.696 -5.465 4.611
F -0.891 -6.007 5.519
F -1.752 -6.288 3.548
F -2.921 -5.356 5.119
C -0.343 1.113 3.286
C -0.137 2.411 2.829
C -0.733 3.474 3.493
C -1.550 3.237 4.586
C -1.708 1.953 5.081
C -1.098 0.889 4.439
C -2.287 4.384 5.252
F -1.727 4.695 6.415
F -3.557 4.037 5.467
F -2.271 5.473 4.468
H 4.315 -0.309 5.502
H 1.919 -0.545 4.971
H 2.814 0.253 0.826
H 5.204 0.492 1.387
H 1.754 -2.702 3.223
H 0.869 -4.809 4.145
H -3.092 -3.182 4.124
H -2.245 -1.085 3.148
H 0.545 2.605 2.006
H -0.557 4.492 3.184
H -2.300 1.782 5.973
H -1.208 -0.104 4.852
F -2.553 4.690 -3.779
C -1.464 3.975 -4.059
C -1.076 2.967 -3.184
C 0.104 2.326 -3.455
F 0.607 1.430 -2.544
C 0.877 2.623 -4.554
F 2.040 2.033 -4.758
C 0.433 3.595 -5.434
F 1.153 3.884 -6.491
C -0.739 4.288 -5.186
F -1.124 5.240 -6.003
Ge -2.142 2.751 -1.627
S -1.733 0.512 -0.937
C -4.015 2.641 -1.721
C -4.723 2.564 -2.921
F -4.083 2.518 -4.084
C -6.098 2.497 -2.928
F -6.768 2.421 -4.058
C -6.778 2.481 -1.719
F -8.083 2.401 -1.716
C -6.097 2.510 -0.509
F -6.763 2.439 0.628
C -4.728 2.588 -0.526
F -4.065 2.592 0.640
C -1.271 3.862 -0.320
C -1.792 5.106 0.012
F -3.007 5.445 -0.383
C -1.051 6.049 0.708
F -1.560 7.217 1.008
C 0.249 5.755 1.069
F 0.966 6.632 1.728
C 0.791 4.509 0.791
F 2.012 4.197 1.212
C 0.019 3.598 0.125
F 0.614 2.329 -0.032
*
```

---

No. 7
A 2-piece molecular cluster, C5H8NO2S3 overall. Source: OMol25; level of theory: ωB97M-V/def2-TZVPD.

Values from the calculation:
**LUMO energy**: 2.85 eV
**Frontier orbital gap**: 6.2 eV
**ΔE to the lowest compared entry with this formula, charge and spin**: 0.0000 eV
**Highest occupied orbital energy**: -0.123 Eh

ORCA input file:
```
! RIJCOSX wB97M-V def2-TZVPD def2/J DEFGRID3
* xyz -1 1
C -2.045 0.727 0.058
C 1.049 0.382 -1.047
C 2.511 0.642 -0.852
C 1.183 -0.668 1.164
C 0.359 0.278 0.350
N -1.049 -0.168 0.274
O -4.123 -1.496 -1.019
O -3.530 -1.721 1.269
S -1.655 2.267 -0.277
S 2.893 -0.213 0.782
S -3.995 -0.773 0.274
H 0.629 1.309 -1.442
H 0.845 -0.525 -1.624
H 3.151 0.212 -1.572
H 2.674 1.690 -0.737
H 0.972 -0.540 2.228
H 1.059 -1.693 0.958
H 0.294 1.416 0.689
H -1.220 -1.124 0.522
*
```

---

No. 8
One molecule with the formula C4H4S2. Source: OMol25; level of theory: ωB97M-V/def2-TZVPD.

Values from the calculation:
**LUMO energy**: -2.47 eV
**Frontier orbital gap**: 6.6 eV
**ΔE to the lowest compared entry with this formula, charge and spin**: 1.7310 eV
**Highest occupied orbital energy**: -0.335 Eh
**SMILES**: S=C/C=C/C=S

ORCA input file:
```
! RIJCOSX wB97M-V def2-TZVPD def2/J DEFGRID3
* xyz 0 1
C 0.289 1.750 0.637
C 0.159 0.338 0.589
C -0.060 -0.337 -0.615
C -0.284 -1.725 -0.619
H 0.292 2.082 1.644
H 0.131 -0.224 1.531
H -0.091 0.218 -1.592
H -0.367 -2.131 -1.641
S 0.354 2.855 -0.577
S -0.424 -2.825 0.644
*
```

---

No. 9
A 2-piece molecular cluster, C18H34N2O6S overall. Source: OMol25; level of theory: ωB97M-V/def2-TZVPD.

Values from the calculation:
**LUMO energy**: 0.39 eV
**Frontier orbital gap**: 7.5 eV
**ΔE to the lowest compared entry with this formula, charge and spin**: 18.6486 eV
**Highest occupied orbital energy**: -0.263 Eh

ORCA input file:
```
! RIJCOSX wB97M-V def2-TZVPD def2/J DEFGRID3
* xyz 0 1
C -0.513 -3.619 -1.255
C -1.633 -3.786 -0.447
C -2.743 -2.688 -0.790
C -2.441 -1.357 -0.577
C -3.587 -0.499 -0.988
N -3.165 0.817 -0.187
C -4.188 1.813 0.102
H -3.638 2.846 0.228
H -4.972 1.664 0.510
H -4.481 2.148 -1.045
C -2.449 0.745 1.002
C -1.143 1.355 0.952
O -0.440 1.278 1.992
N -0.544 1.667 -0.125
H -1.196 1.330 -1.053
C 0.705 2.003 -0.311
H 0.899 1.976 -1.472
C 1.799 0.957 0.120
H 2.307 1.403 0.969
C 2.989 0.993 -0.820
O 2.527 0.671 -2.343
H 1.793 0.069 -2.043
C 4.024 -0.017 -0.434
O 5.031 -0.159 -1.220
H 4.723 -0.031 -2.530
H 4.549 0.171 0.466
C 3.307 -1.665 -0.330
O 4.158 -2.352 0.082
H 4.492 -2.272 1.033
H 2.961 -1.857 -1.235
C 2.096 -1.152 0.552
O 1.197 -0.300 -0.008
H 1.519 -2.137 0.688
S 2.691 -1.060 2.282
C 1.130 -1.108 3.238
H 0.559 -0.011 2.992
H 1.462 -0.958 4.109
H 0.694 -1.984 3.305
H 3.509 1.957 -0.962
C 0.924 3.545 0.310
O 2.423 3.784 0.086
H 2.238 4.201 -0.762
C -0.107 4.387 -0.206
H -1.047 3.978 0.115
H -0.112 4.585 -1.394
H 0.370 5.335 0.188
H 1.086 3.190 1.344
H -2.822 0.649 1.931
C -2.108 -0.881 0.792
H -1.232 -1.146 1.182
H -2.760 -1.460 1.540
H -3.768 -0.125 -1.954
H -4.367 -0.595 -0.469
H -1.582 -1.168 -1.098
H -3.093 -2.977 -1.687
H -3.724 -2.907 0.077
H -2.209 -4.848 -0.633
H -1.569 -3.659 0.655
H -0.047 -2.566 -1.148
H 0.304 -4.419 -0.842
H -0.785 -3.753 -2.475
*
```

---

No. 10
C23H43N2O2P3Pr as an isolated structure. Source: OMol25; level of theory: ωB97M-V/def2-TZVPD.

Values from the calculation:
**LUMO energy (spin up / spin down)**: -10.24 / -10.02 eV
**Frontier orbital gap (spin up / spin down)**: 4.5 / 4.7 eV
**ΔE to the lowest compared entry with this formula, charge and spin**: 0.1536 eV
**Highest occupied orbital energy (spin up / spin down)**: -0.541 / -0.541 Eh

ORCA input file:
```
! RIJCOSX wB97M-V def2-TZVPD def2/J DEFGRID3
* xyz 3 3
Pr 0.411 -0.192 0.466
P 0.085 2.338 -0.817
P 0.036 1.221 2.992
P 0.299 -1.757 -1.880
H -2.206 -1.406 2.488
C -1.634 -2.068 1.815
C -0.472 -2.671 2.181
H -0.034 -2.548 3.179
C -1.680 2.794 -1.037
C 0.611 3.930 -0.137
C 0.592 2.473 -2.576
C -0.073 0.156 4.477
C 1.315 2.416 3.550
C -1.479 2.226 3.171
C 0.088 -3.558 -1.652
C 1.506 -1.675 -3.252
C -1.210 -1.475 -2.844
H -2.110 -2.222 0.825
H 0.089 -3.343 1.514
H -1.793 3.744 -1.575
H -2.269 2.834 -0.111
H -2.008 1.992 -1.701
H 0.316 4.702 -0.861
H 1.699 3.923 -0.010
H 0.111 4.122 0.820
H 0.341 3.478 -2.945
H 0.097 1.737 -3.226
H 1.678 2.330 -2.650
H -0.637 0.686 5.258
H 0.940 -0.068 4.839
H -0.578 -0.785 4.229
H 0.942 2.993 4.410
H 1.576 3.101 2.731
H 2.221 1.870 3.847
H -1.487 2.677 4.173
H -2.361 1.582 3.048
H -1.505 3.015 2.406
H -0.414 -3.987 -2.531
H -0.517 -3.749 -0.755
H 1.068 -4.030 -1.526
H 1.140 -2.257 -4.112
H 2.469 -2.079 -2.911
H 1.654 -0.628 -3.556
H -1.245 -2.156 -3.704
H -1.321 -0.443 -3.192
H -2.056 -1.674 -2.183
C -4.372 -0.139 -2.872
C -5.459 0.740 -3.098
C -6.732 0.190 -3.308
C -6.903 -1.202 -3.191
C -5.807 -2.077 -3.069
C -4.507 -1.537 -3.046
O -3.239 0.343 -2.195
H -3.471 1.175 -1.684
H -5.291 1.824 -3.069
H -7.589 0.840 -3.537
H -7.903 -1.637 -3.164
H -5.947 -3.173 -3.027
H -3.647 -2.207 -3.110
N 7.383 -1.347 3.181
C 6.991 -0.722 2.034
O 7.818 -0.226 1.275
C 5.537 -0.651 1.739
C 4.549 -1.171 2.591
C 3.203 -1.023 2.248
N 2.810 -0.409 1.094
C 3.764 0.096 0.254
C 5.121 -0.015 0.547
H 8.380 -1.371 3.324
H 6.766 -1.797 3.836
H 4.744 -1.690 3.531
H 2.361 -1.380 2.858
H 3.407 0.586 -0.660
H 5.837 0.412 -0.155
*
```

---

Q: Which formula does entry 4 have?
A: C31H32N6O5Rb